# 1
Molecular formula: C7H11N2O3S
Method: DFT, the ωB97M-V functional and the def2-TZVPD basis

Geometry as XYZ:
```
24
Properties=species:S:1:pos:R:3:forces:R:3:mulliken_charge:R:1
C -1.28252 1.16299 -0.16019 0.4647 0.3394 -0.9992 1.16
C -2.64045 0.75214 0.09807 0.9842 -0.4329 1.0746 -0.93
C 1.25866 -0.85478 1.47921 -0.2010 -1.8171 2.0494 0.61
C -0.89411 1.14164 -1.66751 -0.4642 0.8719 -1.7487 -0.87
C 0.58987 0.84056 -2.08605 0.5160 -0.1943 1.7991 -0.60
C 1.23133 -0.22263 0.18845 0.2990 3.3762 -0.7421 -0.04
C 1.97667 -2.17179 1.61646 -0.5606 2.2263 1.7370 -1.29
N -3.07700 0.46475 1.33061 -1.0127 0.0149 0.2739 0.83
N -0.37015 1.46964 0.67829 0.4583 -0.2118 -0.3904 -0.66
O 0.72160 -0.33512 2.44295 0.4378 -0.0776 -0.9636 -0.49
O -2.25391 0.72982 2.41011 -0.3132 0.2103 0.7358 -0.47
O -4.16163 0.00364 1.62316 0.1219 0.0429 -0.3556 -0.62
S 0.92831 -0.83920 -1.30827 -0.0068 0.7758 0.1404 0.06
H -3.22374 0.39500 -0.72155 -0.7057 -0.0181 0.0903 0.40
H -1.62179 0.47895 -2.21282 0.9751 0.1745 0.4933 0.34
H -1.07105 2.10510 -2.25128 -0.0928 -0.6195 1.3642 0.37
H 0.78476 0.79106 -3.15444 -0.4179 -0.1270 -0.0097 0.49
H 1.39045 1.51234 -1.62800 -1.3824 -0.6686 -0.5861 0.34
H 1.47665 0.88825 0.32921 0.0606 -1.6978 -0.7446 0.43
H 1.42429 -2.62644 2.38227 -1.1709 -1.2898 0.8146 0.40
H 2.85096 -1.96747 2.20272 1.1996 0.0901 -0.3874 0.35
H 2.06972 -2.75184 0.77105 0.5594 -1.1572 -1.7908 0.47
H -2.81239 0.64530 3.25306 0.4744 -0.0946 -1.7878 0.39
H -0.56347 1.29007 1.65808 -0.2228 0.2840 -0.0666 0.33
```
Forces are in eV/Å.

Properties
Highest occupied orbital energy (alpha / beta) ... -12.87 / -12.87 eV
Energy relative to the best compared isomer or geometry (same formula, charge and spin) ... 2.104 eV
E_tot ... -1006.27928 Ha
Total charge ... +1
HOMO-LUMO gap (alpha / beta) ... 7.0 / 7.0 eV

***

# 2
Molecular formula: C29H58ClN6O10P2Pt
Method: DFT, the ωB97M-V functional and the def2-TZVPD basis

Geometry as XYZ:
```
107
Properties=species:S:1:pos:R:3:forces:R:3:lowdin_spin:R:1
Pt -0.10253 -0.18045 -0.07228 0.2341 0.3353 0.2648 1.97
O 0.79157 1.76303 3.46816 -0.1453 -0.0884 0.2011 0.03
Cl 0.77261 1.46905 2.09722 0.2006 -0.0576 -0.1975 0.00
O 1.38962 2.46375 1.30012 0.0677 0.0267 0.0293 0.00
O 1.36669 0.14742 1.81028 0.0640 0.1065 0.0261 0.10
O -0.64034 1.28373 1.62062 -0.1354 -0.0962 -0.1413 0.15
C 1.41079 -3.15603 1.95418 0.0395 -0.0688 -0.0990 0.00
N 0.40130 -2.75472 2.92891 -0.1791 0.2037 0.0355 0.02
C 0.46724 -3.47756 4.20203 0.0175 -0.0109 0.0550 0.00
C -0.56934 -1.89747 2.62629 0.0457 -0.0020 0.1246 0.03
N -0.91422 -1.74292 1.27452 -0.0808 -0.2069 -0.1515 0.35
C -1.43958 -2.77774 0.60696 -0.0610 -0.0214 0.1140 0.15
C -1.89938 -3.98504 1.21830 0.0433 0.0033 -0.0164 0.06
C -2.37506 -5.00353 0.45216 0.0013 0.0916 0.0809 0.06
C -2.40594 -4.87976 -0.96130 0.0390 0.0329 -0.0392 0.19
C -2.02874 -3.70768 -1.58100 -0.0253 0.0826 0.0323 0.00
C -1.59043 -2.62111 -0.82298 0.0894 0.0547 -0.1318 0.17
N -1.21467 -1.40830 -1.37438 -0.1033 -0.2581 0.1524 0.27
C -1.80343 -1.01399 -2.55901 -0.0332 0.1233 -0.1679 0.03
N -1.03554 -0.57167 -3.54457 -0.2108 -0.1034 0.1292 0.02
C -1.48181 0.42004 -4.52134 -0.0162 -0.0445 -0.0513 0.00
C 0.35236 -0.98346 -3.69693 0.1073 -0.0075 0.0365 0.00
N -3.13346 -1.07158 -2.66448 0.2111 0.1456 -0.0632 0.02
C -3.82305 -1.32182 -3.92960 -0.0095 0.0049 -0.0455 0.00
C -4.00811 -0.97827 -1.50244 -0.0487 -0.0427 0.0865 0.00
N -1.21026 -1.16552 3.51763 0.1227 -0.1920 -0.0757 0.01
C -0.66396 -0.83449 4.83666 -0.0021 0.0397 0.0662 0.00
C -2.54525 -0.62817 3.26801 -0.0523 0.0855 -0.0629 0.00
H 1.18156 -4.14183 1.54228 0.0193 0.0330 -0.0031 0.00
H 2.37150 -3.20242 2.46575 -0.0136 -0.0150 -0.0280 0.00
H 1.48507 -2.42196 1.15647 0.0401 -0.0369 0.0104 0.00
H 0.52159 -4.54224 3.97076 0.0168 0.0029 0.0225 0.00
H -0.42195 -3.28963 4.79541 0.0299 -0.0896 -0.0191 0.00
H 1.35528 -3.19698 4.76834 -0.0254 -0.0072 0.0071 0.00
H -1.87585 -4.07202 2.29648 0.0215 -0.0298 -0.0014 0.00
H -2.73446 -5.91375 0.91106 0.0300 -0.0206 0.0255 0.00
H -2.72940 -5.72207 -1.55735 -0.0357 0.0010 -0.0207 0.01
H -2.06212 -3.62922 -2.65923 -0.0204 -0.0145 -0.0215 0.00
H -1.38619 0.02572 -5.53322 -0.0218 0.0251 -0.0050 0.00
H -0.84779 1.29896 -4.40643 -0.0070 -0.0015 -0.0579 0.00
H -2.50963 0.70748 -4.33666 0.0297 0.0765 0.0190 0.00
H 0.66436 -1.58700 -2.85040 0.0210 -0.0121 -0.0543 0.00
H 0.98678 -0.09894 -3.76123 -0.0057 -0.0056 0.0178 0.00
H 0.45408 -1.56125 -4.61788 0.0239 0.0347 0.0095 0.00
H -3.10696 -1.56390 -4.70942 -0.0436 -0.0296 -0.0015 0.00
H -4.42120 -0.46213 -4.23238 0.0029 -0.0163 -0.0154 0.00
H -4.48950 -2.17268 -3.78164 -0.0123 0.0061 -0.0215 0.00
H -3.45714 -0.59730 -0.64672 -0.0219 0.0046 0.0123 0.00
H -4.44431 -1.95106 -1.26487 0.0006 0.0248 0.0133 0.00
H -4.81268 -0.28077 -1.73403 -0.0126 -0.0256 0.0075 0.00
H -1.24974 -1.30625 5.62586 0.0320 0.0091 0.0061 0.00
H -0.72191 0.24801 4.94575 -0.0035 -0.0454 0.0391 0.00
H 0.37344 -1.14017 4.90714 0.0017 0.1089 0.0083 0.00
H -2.80529 -0.73110 2.21984 -0.0398 0.0097 0.0216 0.00
H -2.55558 0.42512 3.53944 -0.0237 0.0070 -0.0118 0.00
H -3.26785 -1.16776 3.88107 -0.0186 0.0392 0.0070 0.00
C 5.15617 -0.48170 -2.53600 0.0165 0.0098 -0.0091 0.00
C 3.87593 -0.16696 -3.26948 0.0103 -0.0800 -0.0570 0.00
C 4.06072 0.01577 -4.75668 0.0115 -0.0213 0.0214 0.00
O 3.29234 1.11053 -2.78832 -0.0127 0.0677 0.0579 0.01
P 2.63577 1.36965 -1.39878 -0.0933 -0.0197 -0.0079 0.02
O 1.72928 0.20906 -1.02614 0.0529 -0.3041 -0.0297 0.15
C 1.73020 2.89469 -1.73033 0.0090 0.0750 -0.0824 0.00
P -0.07313 2.91345 -1.55819 0.0179 0.1777 -0.0424 0.01
O -0.65156 1.54704 -1.27400 -0.2998 -0.1707 -0.1060 0.12
O -0.67932 3.33995 -2.92799 0.1534 -0.1812 -0.0086 0.01
C -0.62470 4.62642 -3.68178 -0.1378 0.0675 -0.0008 0.00
C 0.45348 5.57062 -3.19872 0.0092 -0.0095 -0.0228 0.00
C -0.46754 4.24549 -5.13477 -0.0176 0.0152 0.0283 0.00
O -0.34287 3.97791 -0.46802 0.1773 -0.0408 -0.0114 0.00
C -1.60967 4.17967 0.28556 -0.0267 -0.0151 -0.0516 0.00
C -2.55432 4.99527 -0.56560 -0.0282 -0.0138 0.0361 0.00
C -1.21679 4.85515 1.57548 -0.0404 -0.0001 -0.0038 0.00
O 3.68825 1.54021 -0.28264 -0.0893 0.0803 0.0265 0.00
C 4.78304 2.56464 -0.23466 0.0401 -0.0628 -0.0871 0.00
C 6.01350 1.84144 0.25520 0.0144 0.0185 -0.0075 0.00
C 4.36807 3.68104 0.69200 0.0171 -0.0001 0.0076 0.00
H 5.54589 -1.43133 -2.90278 0.0088 0.0024 -0.0085 0.00
H 4.99938 -0.57576 -1.46256 -0.0159 -0.0116 0.0306 0.00
H 5.90799 0.28439 -2.72614 0.0027 0.0234 0.0008 0.00
H 3.12434 -0.93281 -3.06140 0.0146 0.0349 0.0067 0.00
H 4.78417 0.80498 -4.95880 0.0103 0.0076 0.0132 0.00
H 3.12298 0.27089 -5.24854 -0.0339 0.0008 -0.0058 0.00
H 4.43709 -0.90909 -5.19207 0.0089 -0.0139 -0.0048 0.00
H 1.94341 3.11764 -2.77759 0.0142 0.0765 0.0499 0.00
H 2.13277 3.70219 -1.12236 0.0286 0.0545 0.0437 0.00
H -1.60956 5.06057 -3.50816 0.0496 0.0152 0.0172 0.00
H 1.44949 5.22753 -3.47870 0.0374 -0.0162 -0.0081 0.00
H 0.41229 5.74738 -2.12579 -0.0265 0.0094 0.0339 0.00
H 0.29809 6.53039 -3.69145 0.0059 0.0008 -0.0033 0.00
H 0.47468 3.71979 -5.29749 0.0366 -0.0003 0.0045 0.00
H -0.45764 5.14714 -5.74612 -0.0100 0.0118 -0.0036 0.00
H -1.29110 3.62020 -5.47440 -0.0274 -0.0191 0.0044 0.00
H -2.00848 3.17965 0.46971 0.0185 0.0505 0.0149 0.00
H -2.12379 5.96896 -0.79908 0.0260 0.0160 0.0068 0.00
H -3.47923 5.16224 -0.01448 -0.0178 0.0122 0.0062 0.00
H -2.80666 4.48199 -1.49278 -0.0178 -0.0341 -0.0331 0.00
H -2.10534 5.00196 2.18889 -0.0175 0.0068 0.0033 0.00
H -0.77812 5.83254 1.37650 0.0084 0.0110 -0.0100 0.00
H -0.50228 4.26040 2.14047 0.0132 -0.0118 -0.0081 0.00
H 4.91921 2.91430 -1.26261 0.0150 0.0308 0.0627 0.00
H 5.81024 1.36743 1.21541 -0.0043 0.0114 0.0101 0.00
H 6.81702 2.56384 0.39661 0.0078 -0.0059 -0.0149 0.00
H 6.35526 1.08847 -0.44947 -0.0067 -0.0267 -0.0134 0.00
H 4.19097 3.29720 1.69499 0.0074 -0.0280 0.0329 0.00
H 3.47584 4.20952 0.36602 -0.0668 0.0229 -0.0387 0.00
H 5.17955 4.40670 0.74171 0.0029 0.0071 0.0034 0.00
```
Forces are in eV/Å.

Properties
Highest occupied orbital energy (alpha / beta) ... -16.35 / -17.08 eV
Multiplicity ... 5
E_tot ... -3481.91696 Ha
Total charge ... +3
HOMO-LUMO gap (alpha / beta) ... 9.2 / 5.9 eV

***

# 3
Molecular formula: C22H42NOP3PmS
Method: DFT, the ωB97M-V functional and the def2-TZVPD basis

Geometry as XYZ:
```
71
Properties=species:S:1:pos:R:3:forces:R:3:lowdin_spin:R:1
Pm 1.53812 -0.96419 -1.06596 -1.2761 4.0559 3.6788 4.04
P -2.21697 1.10194 2.22128 -0.2546 0.1891 1.0531 0.00
P -0.08436 -3.05168 -0.08706 -1.9645 -1.1913 0.7199 -0.01
P 1.27294 2.05434 -1.22150 -0.2387 1.5222 -0.7445 -0.01
H 0.45630 -2.76187 -2.86529 0.2591 -0.1774 0.3193 0.00
C 1.33135 -2.14465 -3.06647 1.3973 -2.1552 -2.6322 -0.01
C 2.60412 -2.33960 -2.53842 -0.4792 -1.6087 -3.0076 -0.01
H 2.80306 -3.26169 -1.95004 0.0423 0.8593 0.0975 0.00
C -3.42642 1.72043 3.39946 -0.4133 0.1477 -0.0325 0.00
C -1.67270 -0.47034 2.93840 0.1835 -0.4772 -0.2371 0.00
C -0.79575 2.20180 2.37356 0.4028 0.2581 -0.1882 0.00
C -0.30166 -4.62647 -1.01277 0.8477 -0.1079 -0.1582 0.00
C 0.33048 -3.55533 1.63451 0.4992 -0.0541 0.0738 0.00
C -1.88612 -2.69664 0.05177 -0.1068 0.5603 0.0458 0.00
C 1.91919 2.83703 -2.75181 0.3317 -0.5952 -0.2929 0.00
C 2.16314 3.04945 0.01043 0.3114 -0.2910 0.3360 0.00
C -0.27806 3.03200 -1.16822 -0.4226 -0.6521 0.2287 0.00
H 1.17640 -1.58053 -3.97665 0.1232 0.6448 0.0952 0.00
H 3.44442 -1.74884 -2.96644 -0.4223 -0.5786 0.3621 0.00
H -2.96051 1.81649 4.38904 0.0468 -0.0951 -0.2875 0.00
H -4.27250 1.03167 3.49009 0.0658 0.1350 -0.1149 0.00
H -3.79032 2.70876 3.10388 -0.0353 -0.1503 -0.0417 0.00
H -1.69768 -0.41475 4.03493 -0.0985 0.1883 -0.2669 0.00
H -0.63220 -0.67361 2.64719 -0.3086 0.0269 -0.0667 0.00
H -2.30395 -1.31070 2.62659 0.0904 0.2428 0.1095 0.00
H -0.85910 2.78369 3.30330 -0.1062 -0.1913 -0.2401 0.00
H -0.75127 2.89543 1.52719 0.0171 -0.0875 0.3345 0.00
H 0.12976 1.60938 2.41383 -0.2226 0.1566 -0.1380 0.00
H -0.62197 -5.38007 -0.28991 0.0946 -0.0545 -0.1459 0.00
H 0.63905 -4.92182 -1.48486 -0.0558 -0.2912 0.2047 0.00
H -1.04360 -4.57994 -1.81674 0.0137 0.3592 0.2749 0.00
H -0.33158 -4.35451 1.98267 0.0866 0.0730 -0.1416 0.00
H 0.23073 -2.70788 2.32522 -0.0807 -0.1142 -0.2506 0.00
H 1.37495 -3.89914 1.71029 -0.3828 -0.0633 -0.0936 0.00
H -2.38066 -3.48695 0.63215 0.2244 0.0677 -0.1629 0.00
H -2.31696 -2.67933 -0.95797 0.0973 0.0446 0.2435 0.00
H -2.09433 -1.72452 0.50978 0.0531 -0.1948 -0.2007 0.00
H 1.90968 3.92677 -2.64465 -0.0002 -0.1955 0.0703 0.00
H 1.27961 2.56952 -3.59993 0.0850 0.0186 0.1185 0.00
H 2.93733 2.50080 -2.96896 -0.0629 0.1509 -0.0387 0.00
H 1.98934 4.09607 -0.24911 0.2043 -0.0781 0.1771 0.00
H 3.23215 2.82800 -0.01604 -0.0466 0.1100 0.0856 0.00
H 1.75334 2.84645 1.00537 0.1911 0.1322 -0.0297 0.00
H -0.03108 4.08713 -0.99711 -0.0595 -0.2889 -0.0356 0.00
H -0.89128 2.62136 -0.35897 -0.1622 0.3285 -0.4288 0.00
H -0.82296 2.93046 -2.11166 0.0091 -0.0547 0.2372 0.00
C -2.33587 0.28814 -2.10234 -0.0684 -0.2701 -1.1811 0.00
C -3.62052 0.02664 -2.68106 0.0682 0.9723 -0.0055 0.00
C -3.88433 0.41541 -3.98141 -0.5457 -0.7319 0.9645 0.00
C -2.84459 0.74787 -4.85248 0.3795 -0.1477 -0.2623 0.00
C -1.51630 0.59758 -4.42614 -0.0803 -0.2205 -0.2659 0.00
C -1.23702 0.36361 -3.08352 0.1913 -0.3224 0.9287 0.00
O -2.26444 0.49431 -0.85242 1.5214 -0.5670 0.4701 0.00
H -2.69395 1.01448 0.87017 0.2585 -0.1455 0.4846 0.00
H -4.39831 -0.22578 -1.96423 -0.0666 0.0621 -0.2863 0.00
H -4.93927 0.40229 -4.26962 0.4949 0.1010 -0.3311 0.00
H -3.09196 1.04111 -5.86887 0.2586 -0.0590 0.1309 0.00
H -0.70482 0.63377 -5.16430 -0.3447 0.1937 0.3556 0.00
H -0.16929 0.23143 -2.75155 -0.9108 0.5697 -0.2005 0.00
S 3.92287 -0.54650 0.06870 0.3063 -0.3232 -0.4707 -0.02
C 3.47178 -0.22868 1.68649 0.9549 0.6288 0.5514 0.00
N 3.90585 0.96190 2.21147 -0.8425 -0.3599 0.9185 0.00
C 3.51181 1.42124 3.44115 -0.1598 -0.3446 -0.7644 0.00
C 2.55397 0.69191 4.14410 0.4373 0.1390 0.4171 0.00
C 2.32739 -0.64686 3.76455 0.4232 0.4590 -0.4034 0.00
C 2.85222 -1.11916 2.55401 -0.9704 0.0750 0.4203 0.00
H 4.51156 1.52277 1.61767 0.0356 0.0127 0.2101 0.00
H 4.02064 2.33676 3.76329 -0.5886 -0.2645 -0.0039 0.00
H 2.06376 1.10639 5.04188 0.7082 -0.2835 -0.4555 0.00
H 1.78559 -1.29943 4.45024 0.0453 0.0897 -0.3037 0.00
H 2.72176 -2.14512 2.21978 0.0172 0.2129 0.1935 0.00
```
Forces are in eV/Å.

Properties
Highest occupied orbital energy (alpha / beta) ... -14.20 / -14.15 eV
Multiplicity ... 5
E_tot ... -3023.02620 Ha
Total charge ... +3
HOMO-LUMO gap (alpha / beta) ... 3.2 / 3.2 eV

***

Which of these has the lowest E_tot? C29H58ClN6O10P2Pt

***

Which formula does entry 3 have? C22H42NOP3PmS

***

Which formula does entry 2 have? C29H58ClN6O10P2Pt